{"formula": "C7H25Cu2F2N2O10S2", "method": "ωB97M-V/def2-TZVPD", "s2": 2.01, "lumo_energy_ev": [-4.183, -6.263], "charge": 1, "homo_lumo_gap_ev": [9.6, 7.5], "multiplicity": 3, "symbols": ["Cu", "Cu", "N", "S", "O", "O", "F", "S", "O", "O", "F", "O", "H", "O", "H", "C", "C", "C", "O", "H", "H", "H", "H", "H", "H", "H", "H", "O", "H", "H", "O", "H", "H", "C", "C", "C", "O", "C", "N", "H", "H", "H", "H", "H", "H", "H", "H", "H", "H", "H"], "coordinates": [[0.0390, 1.1121, -1.1899], [-1.5969, -1.6915, -1.4105], [1.9479, 0.4760, -0.9112], [3.0537, 0.2265, -2.1003], [3.6709, -1.0519, -2.0852], [3.8345, 1.3389, -2.4714], [1.9734, 0.0331, -3.2534], [2.8719, 0.3094, 0.3982], [3.8453, 1.3197, 0.5813], [3.1925, -1.0198, 0.7623], [1.6956, 0.7774, 1.3840], [-1.3016, -0.0037, -2.6197], [-2.0286, 0.6022, -2.4324], [-0.8941, -0.3509, -0.0548], [-0.3620, -0.7844, 0.6266], [0.4195, -3.8317, 1.7994], [-0.6398, -4.2740, 0.7920], [-1.6003, -5.2797, 1.3843], [-1.3791, -3.0861, 0.3468], [0.7793, -2.8317, 1.5493], [1.2395, -4.5440, 1.8180], [-0.0315, -3.7217, 2.7885], [-0.1711, -4.6576, -0.1121], [-2.4008, -5.4916, 0.6699], [-2.1561, -4.8791, 2.2367], [-1.0793, -6.2000, 1.6355], [-1.7572, -2.7613, 1.1728], [0.5665, -2.0454, -1.8608], [1.1833, -2.6490, -2.2895], [1.1226, -1.3983, -1.4091], [-1.8637, -0.2232, 2.6898], [-2.5270, -0.9183, 2.7193], [-1.3738, -0.3604, 1.8681], [-1.5402, 3.1017, 1.4017], [-1.5775, 3.4965, -0.0783], [-0.3150, 4.1629, -0.5353], [0.6609, 3.1223, -0.4518], [1.9410, 3.6463, -0.8934], [-1.8138, 2.2583, -0.8610], [-0.7763, 2.3311, 1.5440], [-2.4542, 2.5738, 1.6846], [-1.3735, 3.8948, 2.1250], [-2.4803, 4.1089, -0.1533], [-0.0493, 5.0530, 0.0294], [-0.4351, 4.3910, -1.6027], [2.3121, 4.3426, -0.1432], [1.8136, 4.1538, -1.8516], [2.6433, 2.8355, -1.0184], [-2.2139, 2.6404, -1.7232], [-2.6143, 1.7471, -0.4950]], "forces_ev_per_a": [[-1.2005, 0.5532, 1.1395], [2.2109, 2.1881, 0.6041], [1.1159, -0.6017, -1.2836], [-0.1528, -1.1269, -3.6937], [-0.1499, -0.0933, 1.0004], [-0.2624, 0.8203, 0.4181], [-0.1350, 0.6811, 0.3026], [-0.7172, 0.8220, 4.1999], [0.2067, 0.1619, -0.8409], [-0.5462, -0.2590, -0.4509], [0.0483, -0.4809, -0.2200], [-0.1315, -1.2757, 1.0856], [-0.1908, -0.2590, -0.3210], [-0.2718, -0.3651, -0.2332], [0.3240, -0.2351, -0.5211], [-0.5147, 0.4163, -0.1976], [0.4691, 0.0043, 0.1453], [-0.7701, 0.1961, -0.6905], [-0.4570, 0.0976, -0.2441], [0.3891, -0.1969, -0.2338], [0.0780, 0.0727, 0.1880], [0.0958, -0.2849, 0.0835], [-0.0402, -0.0029, -0.0325], [0.2572, -0.3008, -0.1757], [0.4893, -0.0002, 0.3155], [-0.0744, -0.0051, 0.1806], [-0.2939, 0.3670, -0.2009], [-0.2179, -0.5427, 0.0229], [-0.0487, -0.0507, -0.1111], [-0.0147, -0.0007, 0.1452], [0.1294, -0.1171, 0.0349], [-0.0933, 0.0515, 0.1039], [-0.4794, 0.3030, 0.1183], [0.2813, -1.1894, 0.0438], [-1.2124, -0.0396, 2.4259], [-0.7434, -1.1318, -1.1073], [0.9522, 0.0929, -0.5208], [-0.0006, 0.0393, 0.0260], [0.1714, 0.6128, -1.3895], [0.2132, 0.2458, 0.1173], [-0.1705, 0.2804, -0.0596], [0.0439, 0.2631, -0.2822], [0.3549, 0.4620, -0.4998], [0.0876, -0.0897, 0.1486], [0.1880, 0.4889, 0.0813], [-0.0011, 0.0142, 0.0017], [-0.0096, 0.0338, 0.0143], [-0.0027, -0.0092, 0.1282], [0.3962, -0.3908, -0.3435], [0.4005, -0.2190, 0.5780]]}

---

{"formula": "C7H25NO5", "method": "ωB97M-V/def2-TZVPD", "s2": 0.75, "lumo_energy_ev": [2.808, 2.731], "charge": -1, "homo_lumo_gap_ev": [2.1, 8.1], "multiplicity": 2, "relative_energy_kj_mol": 165.9, "symbols": ["C", "N", "C", "C", "C", "C", "C", "C", "H", "H", "H", "H", "H", "H", "H", "H", "H", "H", "H", "H", "H", "H", "H", "H", "H", "O", "H", "H", "O", "H", "H", "O", "H", "H", "O", "H", "H", "O"], "coordinates": [[-0.4288, -0.1454, 0.7950], [-0.1452, 0.5026, -0.5353], [-0.8461, -0.1804, -1.7290], [-1.7378, 0.9215, -2.4043], [-1.8643, 1.9915, -1.3957], [-0.6126, 1.8943, -0.5392], [0.3197, -1.5231, 0.9825], [-0.5889, -2.6620, 0.6310], [-1.4325, -0.3527, 1.2509], [-0.1113, 0.6077, 1.6981], [-1.4597, -1.1177, -1.2239], [-0.0635, -0.7104, -2.2886], [-2.6950, 0.5901, -2.5953], [-1.2172, 1.1717, -3.2851], [-2.8113, 1.7314, -0.9310], [-1.8948, 2.9937, -1.7553], [-0.6840, 2.3917, 0.3917], [0.3161, 2.4122, -1.1034], [0.7106, -1.6065, 1.9904], [1.2764, -1.4982, 0.3065], [-0.6193, -3.3826, 1.5030], [-1.6240, -2.2731, 0.4998], [-0.4107, -3.0850, -0.3441], [-3.0352, 1.8650, 1.2459], [-3.1396, 1.1331, 2.5742], [-3.1517, 1.0553, 1.6015], [0.4094, -3.7585, -3.1117], [1.8135, -3.0516, -3.1980], [1.2515, -3.6972, -2.7115], [1.9179, 2.0542, 1.3131], [3.0565, 1.6760, 2.1509], [2.2379, 2.1114, 2.1988], [3.9105, -0.6975, -2.1302], [3.5921, -2.1977, -1.5438], [4.2659, -1.4996, -1.7803], [1.0402, 1.7352, 4.5350], [0.3532, 2.1919, 3.3201], [0.1927, 1.5152, 3.9961]], "forces_ev_per_a": [[1.6673, 0.6367, 2.9012], [-2.1467, -0.9151, 1.4871], [-0.9557, -1.9306, 3.2289], [2.5188, -1.5448, 0.5332], [0.4020, 0.2983, 0.9049], [2.6764, 0.1775, -2.7476], [1.7747, 1.9245, -1.8286], [-1.4651, -0.5725, 0.9899], [0.0480, 0.3661, -1.7468], [0.0583, -1.5024, -2.4465], [1.0093, 2.4695, -1.5079], [-0.3276, 0.5965, -0.5106], [-1.8471, -1.1660, -0.9819], [0.3865, 0.7089, -1.2676], [0.0525, 0.4643, 0.9549], [-0.4499, 0.8092, -0.6677], [-0.0345, 0.0790, 1.2818], [-2.2422, -0.3194, 0.8749], [-0.1585, 0.0842, 0.2646], [-1.6789, -0.0880, 1.0909], [0.0117, 0.2457, -1.3858], [0.4236, -0.3043, 0.4972], [0.5854, -0.7092, -0.0734], [0.6907, 4.2468, -1.6350], [0.1117, 0.1376, -0.7907], [-1.0616, -4.2146, 2.5609], [-1.3602, 0.2508, -1.0007], [-0.7964, -0.3585, 0.1581], [2.1598, 0.1596, 0.8778], [-0.5777, -0.1035, -1.2093], [1.8492, -1.0054, 0.0504], [-1.1033, 1.2078, 0.9000], [-1.2081, 0.5306, -0.2684], [0.5210, 1.7032, -0.6385], [0.6769, -2.2385, 0.9196], [-2.1253, -0.9879, -1.0967], [-0.2551, -0.3899, -0.2898], [2.1701, 1.2539, 1.6173]]}

---

{"formula": "C7H25NO5", "method": "ωB97M-V/def2-TZVPD", "lumo_energy_ev": 0.518, "smiles": "CCCN1CCCC1.O.O.O.O.O", "homo_lumo_gap_ev": 9.5, "multiplicity": 1, "relative_energy_kj_mol": 152.4, "symbols": ["C", "N", "C", "C", "C", "C", "C", "C", "H", "H", "H", "H", "H", "H", "H", "H", "H", "H", "H", "H", "H", "H", "H", "H", "H", "O", "H", "H", "O", "H", "H", "O", "H", "H", "O", "H", "H", "O"], "coordinates": [[0.2764, 0.0492, 0.4120], [-0.8493, 0.1531, -0.5180], [-1.5699, -1.1188, -0.7117], [-2.5338, -1.2863, 0.4532], [-2.9320, 0.2104, 0.7791], [-1.8918, 1.0357, 0.0324], [1.5603, -0.4565, -0.2805], [2.2421, -1.5688, 0.4777], [0.0737, -0.3042, 1.4357], [0.5980, 1.0706, 0.6721], [-0.9395, -1.9859, -0.9141], [-2.1104, -0.9282, -1.6359], [-2.0029, -1.6568, 1.3303], [-3.4413, -1.8319, 0.1951], [-2.9062, 0.3374, 1.8654], [-3.9959, 0.2607, 0.5379], [-1.4487, 1.8142, 0.6555], [-2.3291, 1.6224, -0.7906], [2.3078, 0.3292, -0.4341], [1.2506, -0.7656, -1.2919], [1.6948, -2.5073, 0.5420], [3.2324, -1.8341, 0.0947], [2.3826, -1.3776, 1.5516], [-1.4851, 1.2435, 3.3258], [-0.7343, 2.4056, 3.9470], [-0.6373, 1.6610, 3.3488], [1.9028, -3.5926, -1.8271], [0.9910, -4.3786, -0.8747], [1.9076, -4.2394, -1.1245], [-0.0121, 2.6643, -1.3912], [0.0253, 4.0985, -1.1652], [0.5429, 3.3211, -0.9450], [1.2204, -2.2350, -3.1001], [2.5929, -1.8714, -3.1332], [1.9585, -2.3176, -3.7014], [1.4686, 4.0637, 2.2169], [0.9443, 3.6483, 0.8340], [0.6499, 4.0471, 1.6820]], "forces_ev_per_a": [[1.3522, 1.9820, 0.0186], [0.0843, -0.2725, 1.0338], [-0.1239, 0.3973, -0.7176], [0.0777, 1.3165, 0.3322], [-0.2290, -1.8426, 0.4783], [-0.2527, 1.3325, -0.5487], [-0.3410, -0.8638, 0.0398], [0.4717, -0.9705, 0.9448], [-0.1097, -0.9136, -0.4243], [-0.7118, 0.0696, -0.1263], [0.3325, 0.1647, 0.2434], [-0.4583, -0.3545, -0.1623], [-0.2255, -0.5668, -0.1452], [0.3400, -0.4122, 0.2176], [0.1733, 0.1942, -0.0995], [0.2297, 0.8574, -0.4617], [0.1740, -0.2511, 0.1802], [-0.2290, -0.4312, -0.0160], [-0.4182, 0.2101, 0.0771], [0.2219, -0.1312, 0.1914], [-0.2843, 0.0375, -0.5121], [-0.1164, 0.1075, -0.1192], [0.0922, 0.6913, -0.2570], [-0.8259, -0.3752, 0.0383], [0.0073, 0.1334, -0.0651], [0.7875, 0.1363, 0.0190], [0.0127, 0.0684, -0.4329], [-0.0703, -0.0016, -0.0702], [0.0916, -0.4659, 0.3378], [0.4409, -0.6041, 0.2822], [0.2038, 0.6775, 0.2509], [-0.5802, -0.2325, -0.7652], [-1.0812, -0.0529, -0.2428], [0.8113, 0.1954, -0.3840], [0.1948, 0.0578, 0.6540], [-0.7292, 0.0372, -0.3125], [-0.5052, 0.2124, 0.4960], [1.1923, -0.1369, 0.0275]]}